No. 1
Molecular formula: C4H38NO14S
Method: DFT, ωB97M-V/def2-TZVPD

Calculated values
* ΔE to the lowest compared entry with this formula, charge and spin: 45.9 kcal/mol
* Kohn-Sham gap: 6.44 eV

```
! wB97M-V def2-TZVPD RIJCOSX def2/J DEFGRID3
* xyz -1 1
C -2.37306 -2.48518 -0.44867
N -1.13870 -1.65895 -0.43000
C -1.43639 -0.26389 0.09856
C -0.93899 0.77058 -0.93246
S -1.85613 2.41135 -0.59198
C -0.71869 -0.13527 1.41360
H -2.29331 -3.41645 0.20251
H -3.16411 -1.93814 0.08133
H -2.56862 -2.90374 -1.46842
H -0.40216 -2.15881 0.06799
H -2.49958 -0.20867 0.29619
H 0.13184 1.06256 -0.87287
H -1.26243 0.37058 -1.92220
H -1.08460 -0.85160 2.17896
H -0.74150 0.77719 2.10263
H 0.39886 -0.19374 1.22429
H -3.03782 1.80863 2.17071
H -3.54243 1.74668 0.78680
O -3.86420 1.58900 1.71672
H 3.43466 -1.47488 -0.31660
H 3.47288 -2.00266 1.14587
O 2.93468 -1.54546 0.49987
H 2.05715 2.11450 3.25057
H 3.07248 1.24853 3.65180
O 3.01628 2.17300 3.35043
H 2.95149 -2.77490 -2.05427
H 1.62654 -3.29704 -2.46121
O 2.47309 -3.60854 -2.09973
H 1.82666 0.68988 -3.44327
H 1.75348 2.10111 -2.80846
O 1.41849 1.54728 -3.51037
H 0.50776 -1.02252 4.31985
H 1.07674 -1.14157 3.00887
O 1.12638 -0.53036 3.76447
H -4.44413 -1.36489 2.21506
H -3.83713 -0.03995 2.42490
O -3.72063 -0.95568 2.72352
H 3.16235 3.86463 -0.58482
H 2.00414 2.84229 -0.31226
O 2.65888 3.16925 -0.97520
H -0.36217 -1.61103 -2.29049
H 0.35979 -0.89879 -3.40172
O 0.51231 -1.62580 -2.74940
H 0.35342 1.89393 1.12197
H 0.20094 3.47204 0.78037
O 0.78244 2.70876 0.94657
H -0.04917 4.83068 -0.82007
H 1.44155 4.55740 -0.62918
O 0.68631 4.96689 -0.21660
H 1.31700 -3.75232 -0.63336
H 1.48367 -2.81089 0.66016
O 1.23608 -3.68265 0.35050
H -4.26301 -0.45452 -1.41966
H -2.95837 -0.75996 -2.06115
O -3.89845 -0.78364 -2.23435
H 1.74599 -0.57879 -1.99611
H 2.58613 0.46356 -1.12155
O 2.64531 -0.24901 -1.74865
*
```

=====

No. 2
Molecular formula: C4H38NO16
Method: DFT, ωB97M-V/def2-TZVPD

Calculated values
* ΔE to the lowest compared entry with this formula, charge and spin: 5.5 kcal/mol
* Kohn-Sham gap (spin up / spin down): 2.22 / 10.40 eV

```
! wB97M-V def2-TZVPD RIJCOSX def2/J DEFGRID3
* xyz 0 2
C -0.35779 0.04694 0.12791
C -0.65406 -1.49097 0.13522
C 0.25806 -2.43571 -0.66874
C 1.57681 -1.83756 -1.06356
O 2.21099 -2.94079 -1.49439
O 1.92653 -0.69740 -1.05725
N 0.79346 0.45083 1.05799
H -0.21525 0.58275 -0.80838
H -1.23755 0.54432 0.52101
H -1.68352 -1.54106 -0.22912
H -0.64134 -1.88884 1.17352
H -0.28934 -2.73966 -1.56467
H 0.37139 -3.51553 -0.18249
H 3.01633 -2.86104 -2.03210
H 1.41210 0.91165 0.40357
H 0.55300 1.08101 1.90744
H 1.26757 -0.38036 1.49622
H -1.52725 -0.67016 3.46432
H -0.25684 0.08206 4.09433
O -0.61772 -0.39408 3.35476
H -3.45192 -0.20744 1.72367
H -3.74186 -1.13726 3.00492
O -3.54362 -0.23703 2.71053
H -2.05325 0.05520 -1.82552
H -3.46543 0.77233 -1.57290
O -2.81394 0.15131 -1.26577
H 2.85570 1.82769 -4.02385
H 2.37031 1.41642 -2.67690
O 2.92634 1.05724 -3.39055
H 0.59992 -3.32283 4.29692
H 1.59171 -3.92179 3.22997
O 0.75935 -3.48283 3.36416
H 3.06039 -0.16060 2.94587
H 3.80559 -1.35188 2.10315
O 3.16492 -0.65058 2.10097
H -1.66489 2.46750 2.47028
H -0.30929 3.35162 2.82767
O -0.68450 2.60559 2.36833
H 0.26439 2.55399 -2.15822
H 0.88185 3.37104 -3.20748
O 1.13035 2.90657 -2.39990
H 0.54743 -0.73060 -3.73141
H -0.44036 0.38211 -4.40170
O 0.15196 0.21516 -3.66191
H 2.15660 -1.70416 -4.57151
H 2.20278 -0.45177 -3.61398
O 2.15471 -1.43618 -3.65883
H -1.61449 4.01425 -0.00317
H -0.95745 2.86268 0.74934
O -1.33171 3.06285 -0.15412
H -3.13296 -3.78757 -1.36911
H -2.53998 -4.46284 -0.07845
O -2.51458 -3.67182 -0.62547
H -3.75843 2.98664 1.95445
H -3.51381 1.68856 2.54644
O -3.30292 2.66165 2.73394
H 3.58049 3.13905 -0.67528
H 2.06070 3.77890 -0.25297
O 2.66438 3.08245 -0.44718
*
```

=====

What did the second record say?
Molecular formula: C4H38NO16
Method: DFT, ωB97M-V/def2-TZVPD

Calculated values
* ΔE to the lowest compared entry with this formula, charge and spin: 5.5 kcal/mol
* Kohn-Sham gap (spin up / spin down): 2.22 / 10.40 eV

```
! wB97M-V def2-TZVPD RIJCOSX def2/J DEFGRID3
* xyz 0 2
C -0.35779 0.04694 0.12791
C -0.65406 -1.49097 0.13522
C 0.25806 -2.43571 -0.66874
C 1.57681 -1.83756 -1.06356
O 2.21099 -2.94079 -1.49439
O 1.92653 -0.69740 -1.05725
N 0.79346 0.45083 1.05799
H -0.21525 0.58275 -0.80838
H -1.23755 0.54432 0.52101
H -1.68352 -1.54106 -0.22912
H -0.64134 -1.88884 1.17352
H -0.28934 -2.73966 -1.56467
H 0.37139 -3.51553 -0.18249
H 3.01633 -2.86104 -2.03210
H 1.41210 0.91165 0.40357
H 0.55300 1.08101 1.90744
H 1.26757 -0.38036 1.49622
H -1.52725 -0.67016 3.46432
H -0.25684 0.08206 4.09433
O -0.61772 -0.39408 3.35476
H -3.45192 -0.20744 1.72367
H -3.74186 -1.13726 3.00492
O -3.54362 -0.23703 2.71053
H -2.05325 0.05520 -1.82552
H -3.46543 0.77233 -1.57290
O -2.81394 0.15131 -1.26577
H 2.85570 1.82769 -4.02385
H 2.37031 1.41642 -2.67690
O 2.92634 1.05724 -3.39055
H 0.59992 -3.32283 4.29692
H 1.59171 -3.92179 3.22997
O 0.75935 -3.48283 3.36416
H 3.06039 -0.16060 2.94587
H 3.80559 -1.35188 2.10315
O 3.16492 -0.65058 2.10097
H -1.66489 2.46750 2.47028
H -0.30929 3.35162 2.82767
O -0.68450 2.60559 2.36833
H 0.26439 2.55399 -2.15822
H 0.88185 3.37104 -3.20748
O 1.13035 2.90657 -2.39990
H 0.54743 -0.73060 -3.73141
H -0.44036 0.38211 -4.40170
O 0.15196 0.21516 -3.66191
H 2.15660 -1.70416 -4.57151
H 2.20278 -0.45177 -3.61398
O 2.15471 -1.43618 -3.65883
H -1.61449 4.01425 -0.00317
H -0.95745 2.86268 0.74934
O -1.33171 3.06285 -0.15412
H -3.13296 -3.78757 -1.36911
H -2.53998 -4.46284 -0.07845
O -2.51458 -3.67182 -0.62547
H -3.75843 2.98664 1.95445
H -3.51381 1.68856 2.54644
O -3.30292 2.66165 2.73394
H 3.58049 3.13905 -0.67528
H 2.06070 3.77890 -0.25297
O 2.66438 3.08245 -0.44718
*
```

=====

Look up the ΔE to the lowest compared entry with this formula, charge and spin of the second one.
5.5 kcal/mol